[1]
The following is a DFT calculation (ωB97M-V/def2-TZVPD) of an isolated ion of composition C5H12NS2 and charge -1 at a distorted geometry.

Values from the calculation:
Energy   -1048.7973 Eh
Max |F|   5.18 eV/A
SMILES   [S-]CCCNCCS
E_HOMO   -2.479 eV
Spin multiplicity   1
HOMO-LUMO gap   5.465 eV
ΔE to the lowest compared entry with this formula, charge and spin   34.35 kcal/mol
Total charge   -1

Geometry as XYZ:
```
20
C5H12NS2 (ωB97M-V/def2-TZVPD)
C -0.82 1.98 0.35
C -1.73 0.95 -0.46
S -3.17 0.64 0.82
C 0.70 2.11 0.06
N 1.50 0.90 0.47
C 2.28 -0.01 -0.30
C 1.49 -1.17 -0.99
S 1.39 -2.91 -0.37
H -1.19 3.01 0.39
H -0.95 1.79 1.41
H -1.88 1.27 -1.47
H -1.09 0.03 -0.28
H 0.86 2.31 -1.00
H 1.05 2.94 0.71
H 0.90 0.30 1.12
H 2.78 0.52 -1.10
H 3.02 -0.47 0.44
H 0.50 -0.71 -1.27
H 2.12 -1.30 -1.87
H 0.32 -2.90 0.51
```

---

[2]
The following is a DFT calculation (ωB97M-V/def2-TZVPD) of a 2-piece molecular cluster, C5H12O overall at a distorted geometry.

Values from the calculation:
Energy   -272.9092 Eh
Max |F|   2.01 eV/A
SMILES   C=C(C)CC.O
E_HOMO   -9.348 eV
Spin multiplicity   1
HOMO-LUMO gap   10.085 eV
ΔE to the lowest compared entry with this formula, charge and spin   24.76 kcal/mol

Geometry as XYZ:
```
18
C5H12O (ωB97M-V/def2-TZVPD)
C 0.82 -0.40 -1.67
C 0.17 0.82 -0.94
C -1.25 0.62 -0.51
C -1.95 -0.51 -0.63
C -1.89 1.87 0.04
H 0.72 -1.32 -1.09
H 0.36 -0.61 -2.63
H 1.87 -0.10 -1.70
H 0.82 0.94 -0.07
H 0.19 1.71 -1.58
H -2.99 -0.55 -0.34
H -1.46 -1.45 -0.82
H -1.95 2.79 -0.55
H -2.84 1.67 0.53
H -1.26 2.18 0.89
H 3.91 -2.56 4.40
H 2.94 -2.36 3.21
O 3.79 -2.73 3.46
```

---

[3]
The following is a DFT calculation (ωB97M-V/def2-TZVPD) of a 2-piece molecular cluster, C5H12O overall at a distorted geometry.

Values from the calculation:
Energy   -272.8923 Eh
Max |F|   3.24 eV/A
SMILES   CC=C(C)C.O
E_HOMO   -8.604 eV
Spin multiplicity   1
HOMO-LUMO gap   9.343 eV
ΔE to the lowest compared entry with this formula, charge and spin   35.34 kcal/mol

Geometry as XYZ:
```
18
C5H12O (ωB97M-V/def2-TZVPD)
C -0.37 0.15 2.53
C -0.68 0.19 1.06
C 0.18 0.91 0.27
C -0.01 1.03 -1.22
C -1.43 -0.96 0.41
H -0.06 -0.85 2.84
H 0.48 0.83 2.69
H -1.17 0.35 3.24
H 1.00 1.48 0.74
H 0.50 0.24 -1.78
H 0.31 2.05 -1.49
H -1.05 0.88 -1.57
H -2.40 -0.75 -0.12
H -0.86 -1.46 -0.36
H -1.75 -1.46 1.33
H 1.68 -1.03 -2.88
H 3.15 -1.09 -2.65
O 2.48 -0.52 -3.04
```

---

[4]
The following is a DFT calculation (ωB97M-V/def2-TZVPD) of a 2-piece molecular cluster, C5H12O overall at a distorted geometry.

Values from the calculation:
Energy   -272.8912 Eh
Max |F|   3.80 eV/A
SMILES   C/C=C/CC.O
E_HOMO   -9.236 eV
Spin multiplicity   1
HOMO-LUMO gap   10.247 eV
ΔE to the lowest compared entry with this formula, charge and spin   36.06 kcal/mol

Geometry as XYZ:
```
18
C5H12O (ωB97M-V/def2-TZVPD)
C 0.40 2.43 0.34
C -0.38 1.57 -0.67
C 0.33 0.25 -0.88
C -0.35 -0.91 -0.84
C 0.19 -2.33 -0.90
H 1.47 2.47 0.13
H 0.36 2.09 1.39
H 0.02 3.45 0.29
H -0.13 2.12 -1.59
H -1.43 1.50 -0.43
H 1.35 -0.12 -0.83
H -1.45 -0.93 -0.93
H 1.24 -2.32 -1.18
H -0.41 -2.81 -1.68
H -0.18 -2.89 -0.04
H -0.21 -0.34 1.53
H 0.60 -1.09 2.59
O -0.31 -0.92 2.31
```

---

[5]
The following is a DFT calculation (ωB97M-V/def2-TZVPD) of a 2-piece molecular cluster, C5H12O overall.

Values from the calculation:
Energy   -272.7955 Eh
Max |F|   0.50 eV/A
E_HOMO (alpha / beta)   -6.842 / -6.893 eV
Spin multiplicity   1
HOMO-LUMO gap (alpha / beta)   8.059 / 8.092 eV
ΔE to the lowest compared entry with this formula, charge and spin   96.12 kcal/mol

Geometry as XYZ:
```
18
C5H12O (ωB97M-V/def2-TZVPD)
C 2.57 -0.21 0.44
C 1.58 -0.94 -0.48
C 0.16 -0.57 -0.22
O -0.48 0.05 -1.16
C -1.71 0.51 -1.12
C -2.59 0.12 0.00
H 3.60 -0.53 0.25
H 2.35 -0.40 1.49
H 2.51 0.88 0.28
H 1.72 -2.02 -0.36
H 1.81 -0.71 -1.53
H -0.37 -0.82 0.70
H -0.05 1.90 0.69
H -2.05 0.91 -2.07
H -0.57 2.17 0.23
H -3.61 0.47 -0.16
H -2.23 0.51 0.97
H -2.61 -0.98 0.12
```

---

[6]
The following is a DFT calculation (ωB97M-V/def2-TZVPD) of the molecule C5H12O at a distorted geometry.

Values from the calculation:
Energy   -272.8486 Eh
Max |F|   3.92 eV/A
SMILES   CC(C)CCO
E_HOMO   -9.488 eV
Spin multiplicity   1
HOMO-LUMO gap   10.472 eV
ΔE to the lowest compared entry with this formula, charge and spin   62.80 kcal/mol

Geometry as XYZ:
```
18
C5H12O (ωB97M-V/def2-TZVPD)
C 0.84 -0.98 -1.26
C 0.63 -0.39 0.14
C 0.38 -1.74 1.30
C -0.60 0.48 0.24
C -0.51 1.87 -0.38
O -1.79 2.46 -0.23
H 0.03 -0.91 -2.00
H 0.69 -1.81 -0.55
H 1.84 -0.99 -1.72
H 1.56 0.06 0.50
H -0.57 -2.33 1.20
H 0.34 -1.30 2.29
H 1.17 -2.53 1.36
H -1.44 -0.04 -0.25
H -0.84 0.57 1.30
H -0.22 1.80 -1.44
H 0.26 2.46 0.14
H -1.77 3.33 -0.65
```

---

[7]
The following is a DFT calculation (ωB97M-V/def2-TZVPD) of C5H12O as an isolated structure at a distorted geometry.

Values from the calculation:
Energy   -272.8477 Eh
Max |F|   3.74 eV/A
E_HOMO   -9.965 eV
Spin multiplicity   1
HOMO-LUMO gap   11.046 eV
ΔE to the lowest compared entry with this formula, charge and spin   63.34 kcal/mol

Geometry as XYZ:
```
18
C5H12O (ωB97M-V/def2-TZVPD)
C 2.74 0.28 0.12
O 1.45 0.75 0.04
C 0.59 -0.31 -0.01
C -0.84 0.22 -0.33
C -1.54 1.05 0.78
C -1.70 -0.98 -0.69
H 2.64 -0.73 -0.71
H 2.95 -0.22 1.08
H 3.39 1.17 0.01
H 1.39 -1.14 -0.84
H 0.62 -0.93 0.90
H -0.74 0.88 -1.20
H -0.98 1.96 1.05
H -2.53 1.39 0.43
H -1.71 0.47 1.70
H -1.24 -1.54 -1.51
H -1.81 -1.65 0.17
H -2.71 -0.67 -1.00
```

---

[8]
The following is a DFT calculation (ωB97M-V/def2-TZVPD) of a 2-piece molecular cluster, C5H12O overall.

Values from the calculation:
Energy   -272.7989 Eh
Max |F|   0.88 eV/A
E_HOMO (alpha / beta)   -6.976 / -7.272 eV
Spin multiplicity   1
HOMO-LUMO gap (alpha / beta)   7.878 / 8.272 eV
ΔE to the lowest compared entry with this formula, charge and spin   93.98 kcal/mol

Geometry as XYZ:
```
18
C5H12O (ωB97M-V/def2-TZVPD)
C -2.16 1.46 0.46
C -0.74 0.95 0.43
C 1.37 -0.63 -0.56
C 2.46 -0.29 0.39
O 0.57 -1.60 -0.29
C -0.58 -1.85 -0.89
H -2.52 1.62 -0.57
H -2.81 0.70 0.91
H -2.26 2.40 1.01
H -0.34 0.73 1.43
H -0.05 1.64 -0.06
H 1.15 -0.03 -1.44
H 2.37 0.75 0.73
H 3.45 -0.40 -0.08
H 2.41 -0.94 1.27
H -1.09 -2.74 -0.54
H -0.80 -0.01 -0.12
H -0.75 -1.42 -1.87
```